ORCA calculation (wB97M-V/def2-TZVPD) on a single C2H5NO2 molecule.

Last columns: bonded neighbours and bond lengths (Å).
Positions of all 10 atoms, in Å:
1 N 1.472 0.030 0.278  C2 1.372, H6 1.011, H7 1.010
2 C 0.366 -0.680 -0.119  N1 1.372, O3 1.217, C4 1.531
3 O 0.391 -1.892 -0.224  C2 1.217
4 C -0.978 0.030 -0.303  C2 1.531, O5 1.407, H8 1.094, H9 1.098
5 O -1.051 1.385 0.069  C4 1.407, H10 0.965
6 H 2.268 -0.576 0.424  N1 1.011
7 H 1.687 0.940 -0.102  N1 1.010
8 H -1.265 -0.040 -1.357  C4 1.094
9 H -1.687 -0.597 0.254  C4 1.098
10 H -1.206 1.418 1.021  O5 0.965

The calculation puts the total energy at -7740.2774 eV. The energy relative to the best compared isomer or geometry (same formula, charge and spin) is 10.93 kcal per mole. As for the HOMO-LUMO gap: 10.514 eV. Its HOMO energy is -9.793 eV. As for the structure (SMILES): NC(=O)CO. The total charge is 0.